1.
Molecular formula: C46H52F10GeN7OSSeTc
Method: DFT, ωB97M-V with the def2-TZVPD basis set

Results
multiplicity	4
maximum force	0.45	eV Å⁻¹
total charge	-1
total energy	-8198.5823	Ha

Geometry as XYZ:
```
120
Properties=species:S:1:pos:R:3:lowdin_charge:R:1
H -2.74 2.67 -0.59 0.106
F -0.58 3.44 -6.80 0.083
Tc -0.41 -0.30 -0.69 1.230
H 6.07 7.42 4.42 0.101
F -5.19 0.10 -0.03 0.051
C 2.88 2.23 -2.04 -0.042
N 4.62 1.94 -3.70 0.119
H 0.86 -1.41 3.43 -0.002
H -3.35 1.27 0.82 0.100
H -0.57 -2.42 3.14 0.007
C 0.52 -2.40 3.14 -0.222
C 1.36 -4.90 1.54 -0.218
C -4.73 -0.38 -1.22 -0.129
C 5.64 4.81 1.62 -0.157
H 4.57 2.92 -3.90 0.095
H 0.71 -3.74 -2.98 0.086
C -1.64 2.66 -0.56 -0.239
C 3.11 -2.36 1.30 -0.233
H 0.38 1.16 2.59 -0.003
C 6.77 5.62 1.65 -0.024
H 1.06 -2.53 -0.94 -0.103
H 2.08 -5.15 2.31 0.015
F 0.51 1.06 -5.95 0.096
C -2.83 -0.78 0.98 -0.242
C -1.69 3.28 -3.33 -0.134
H 6.62 0.20 1.13 0.116
H 3.03 3.30 -2.02 0.119
H -3.83 -1.18 1.16 0.115
H -0.60 -9.88 -2.63 0.074
C -2.73 0.66 1.46 -0.185
H 1.34 2.27 -0.56 0.079
H -1.33 3.68 -0.81 0.115
C -1.53 3.71 -4.63 -0.162
N 5.32 1.95 2.78 0.011
C 4.81 5.91 3.59 -0.067
C 0.74 -6.91 -2.26 -0.028
H 4.03 6.03 4.34 0.105
H 1.57 -7.10 -2.94 0.107
F -3.61 -1.53 -4.96 0.102
C -2.55 -6.17 0.35 -0.107
H 1.96 -4.02 -1.77 0.057
H -0.81 -0.09 3.00 0.058
C -0.39 1.39 -3.80 -0.154
C 3.40 0.04 -2.82 -0.009
C -1.18 2.46 0.88 -0.214
C 6.75 1.82 2.52 -0.191
C -1.08 -7.68 -0.96 -0.030
C 3.65 1.41 -2.88 -0.325
C -5.31 -0.75 -3.52 -0.163
C 6.94 6.55 2.66 -0.076
C 2.39 -0.43 -2.01 -0.136
O 5.95 4.11 -0.62 0.090
H 3.19 -1.28 1.14 -0.053
H 0.39 -5.31 1.81 0.014
H -1.13 1.61 3.41 0.090
H -3.39 -5.71 -0.17 0.077
H -1.70 -8.48 -0.59 0.112
C -1.37 -6.38 -0.56 -0.308
H 7.27 2.09 3.45 0.129
H 4.97 1.42 3.57 0.120
F 0.17 0.20 -3.50 0.051
C -1.07 2.12 -2.79 -0.199
H 0.60 -9.99 -1.36 0.075
C 1.33 -4.51 -2.51 -0.061
H 4.91 1.37 -4.48 0.092
H 3.75 4.36 2.55 0.108
F -1.85 -1.61 -3.01 0.032
C -3.99 -1.14 -3.73 -0.150
C -0.22 1.81 -5.10 -0.156
C -3.08 -1.17 -2.69 -0.169
C -0.78 3.00 -5.54 -0.168
H -3.09 0.78 2.50 0.120
H 7.07 2.54 1.78 0.106
H 3.64 -2.61 2.22 0.012
C 7.13 0.42 2.07 -0.240
H 9.02 1.00 1.18 0.075
N -1.07 1.70 -1.50 -0.081
C -3.39 -0.79 -1.37 -0.205
C 4.65 4.96 2.59 -0.023
C 4.36 2.04 1.82 -0.853
C 0.28 -9.39 -2.21 -0.064
H -0.13 2.72 0.98 0.095
F -6.20 -0.73 -4.53 0.087
H 6.76 -0.31 2.80 0.114
C -0.02 -7.97 -1.81 -0.284
N 4.71 2.73 0.66 0.112
N -1.33 1.10 1.36 -0.258
C -0.69 0.93 2.66 -0.104
H -1.75 3.16 1.51 0.125
H 2.16 -1.48 -2.00 0.086
C 0.48 -5.59 -1.90 -0.286
H 7.82 7.17 2.69 0.101
C -5.66 -0.37 -2.25 -0.158
H 3.62 -2.87 0.47 0.011
H 0.88 -3.11 3.89 0.014
H -2.30 -5.51 1.18 0.048
C 0.30 -2.33 -0.19 -0.761
C 8.64 0.28 1.90 -0.110
C 5.95 6.69 3.63 -0.085
H 1.66 -5.36 0.60 0.011
H 1.98 -4.94 -3.27 0.073
C 5.49 3.86 0.47 -0.422
F -6.91 0.05 -2.00 0.094
F -2.14 4.84 -5.02 0.094
H -2.89 -7.13 0.75 0.069
H 8.90 -0.71 1.54 0.071
N -2.43 -0.85 -0.41 -0.199
Ge 1.24 -2.94 1.40 0.678
H 3.97 -0.65 -3.43 0.112
H 9.16 0.44 2.85 0.072
F -2.57 4.02 -2.60 0.046
H 4.23 2.41 -0.17 0.100
C -0.58 -5.31 -1.02 -0.434
S 2.87 1.35 1.95 0.767
Se -1.22 -3.56 -0.53 1.013
N 1.61 0.35 -1.24 -0.090
C 1.92 1.65 -1.23 -0.191
H 1.07 -9.42 -2.96 0.067
H -2.13 -1.40 1.55 0.081
H 7.51 5.50 0.87 0.119
```

=====

2.
Molecular formula: C46H52N5P2PdS2
Method: DFT, ωB97M-V with the def2-TZVPD basis set

Results
maximum force	0.21	eV Å⁻¹
total charge	+1
relative energy (zero: lowest compared OMol25 entry of this formula, charge and spin)	0.0	kcal per mole
total energy	-3664.7928	Ha

Geometry as XYZ:
```
108
Properties=species:S:1:pos:R:3:lowdin_charge:R:1
C 4.54 -2.97 -2.45 -0.079
C -3.74 -4.39 -2.89 -0.064
H -2.63 1.72 -3.18 0.104
C 0.04 0.25 3.37 -0.857
H 2.01 0.84 7.02 0.077
C 3.31 -2.45 -2.84 -0.466
N 1.35 -1.20 -2.53 -0.068
H 0.07 -1.63 -5.46 0.110
P -1.12 -2.10 -0.73 1.011
C 2.55 -1.66 -1.98 -0.320
C -1.97 1.92 -0.50 -0.408
H 1.98 -0.89 6.70 0.060
H 4.86 2.67 -1.40 0.111
H -1.20 3.37 5.52 0.113
H 2.79 -6.01 0.35 0.110
C 1.78 -0.13 7.45 -0.106
H -0.53 -1.63 5.85 0.128
C 0.49 -3.61 0.96 -0.091
N -1.54 0.63 -0.39 -0.145
H 4.58 -1.73 0.70 0.113
H 0.15 -2.97 1.77 0.071
H 0.83 3.21 2.32 0.073
H -0.47 3.47 -0.51 0.073
C -1.73 1.54 -6.45 -0.073
C 3.97 3.09 -1.83 -0.063
C 3.00 -1.39 -0.69 -0.047
C -2.94 -1.74 -2.76 -0.105
H 5.12 -3.58 -3.13 0.114
H -2.16 1.38 4.90 0.093
C 4.98 -2.70 -1.17 -0.074
C 3.99 4.36 -2.38 -0.065
C -4.34 -3.45 -3.71 -0.067
C 1.50 -4.53 1.20 -0.063
H 1.86 -5.78 -1.93 0.112
H 0.27 1.77 -7.19 0.110
C -0.07 3.83 2.26 -0.105
H -3.75 2.95 0.28 0.103
H 4.91 4.93 -2.39 0.110
C 2.78 2.37 -1.81 -0.082
C -3.16 2.05 0.18 -0.057
C 1.18 -1.65 -3.74 -0.684
C -2.45 -0.08 0.35 -0.411
H -2.64 -0.70 -2.70 0.070
C -0.71 -0.57 5.62 -0.177
C -2.54 1.53 -5.32 -0.071
P 0.10 1.96 -2.26 1.010
C -0.04 -3.48 -0.32 -0.353
N -1.09 0.96 3.14 0.027
H 0.10 -1.20 8.27 0.108
H 0.19 2.57 4.82 0.107
H -1.68 -0.53 5.13 0.108
C -1.72 1.91 4.06 -0.160
H 0.18 4.72 1.69 0.076
C 0.46 -4.26 -1.36 -0.112
C 1.65 4.20 -2.91 -0.085
S 2.47 -2.64 -4.36 1.116
N 0.29 -0.16 4.63 0.011
H -0.58 -0.72 -4.15 0.064
H 2.75 1.37 -1.38 0.080
H -1.23 1.16 2.15 0.072
C -0.60 4.20 3.64 -0.246
H 0.23 0.45 8.82 0.108
C -0.61 1.93 -3.92 -0.368
H -1.70 0.18 7.36 0.116
H 0.09 4.90 4.11 0.108
C 1.47 -5.17 -1.12 -0.067
H -3.00 -2.13 0.83 0.105
C -2.34 -2.68 -1.94 -0.344
C 0.20 1.95 -5.06 -0.095
H -2.16 1.39 -7.43 0.109
H 1.19 -0.61 4.70 0.091
C -1.09 2.90 -1.21 -0.232
H 2.40 -0.80 -0.02 0.013
H -1.65 3.62 -1.81 0.102
H -2.54 2.35 3.51 0.126
S 1.12 -0.11 2.12 0.618
H 5.93 -3.10 -0.84 0.109
C -0.71 0.25 6.91 -0.202
H -2.29 -4.75 -1.35 0.109
C 2.84 4.92 -2.92 -0.067
H 0.06 -4.16 -2.36 0.105
Pd -0.08 -0.19 -1.42 0.677
C -3.94 -2.12 -3.64 -0.067
H -4.42 -1.38 -4.27 0.105
C 4.22 -1.92 -0.30 -0.059
C -3.47 0.77 0.72 -0.060
C -0.36 1.75 -6.32 -0.075
H 1.26 2.10 -4.96 0.110
H -4.33 0.52 1.32 0.104
H 0.76 4.63 -3.34 0.115
C -0.78 3.01 4.58 -0.201
C -2.74 -4.01 -2.00 -0.080
C 1.62 2.92 -2.36 -0.373
H -1.51 -1.55 1.60 0.055
N 0.07 -1.43 -4.47 0.144
C 2.00 -5.31 0.16 -0.064
H -5.11 -3.75 -4.40 0.110
H -0.81 3.27 1.69 0.041
H 2.86 5.91 -3.35 0.110
H -0.55 1.30 6.65 0.093
H -3.61 1.38 -5.42 0.110
C -2.12 -1.51 0.69 -0.222
H 2.47 -0.31 8.27 0.074
H -4.05 -5.43 -2.93 0.111
C 0.33 -0.19 7.94 -0.256
H 1.91 -4.63 2.19 0.111
H -1.55 4.72 3.53 0.110
C -1.99 1.72 -4.06 -0.106
```

=====

3.
Molecular formula: C46H52O7S2
Method: DFT, ωB97M-V with the def2-TZVPD basis set

Results
maximum force	8.05	eV Å⁻¹
structure (SMILES)	CCCCCCCCCCCCCC[C@@H]1CC[C@@H](S)OS1(=O)=O.O=C1c2ccccc2C(=O)c2ccccc21.O=C1c2ccccc2C(=O)c2ccccc21
total energy	-3106.7781	Ha

Geometry as XYZ:
```
107
Properties=species:S:1:pos:R:3:lowdin_charge:R:1
C 1.50 -0.80 -3.57 -0.217
H 1.29 -8.41 1.86 0.111
H 8.25 2.52 1.13 0.108
H 0.59 -7.93 0.17 0.112
C 1.53 -1.04 2.54 -0.203
H -1.39 -8.17 1.63 0.079
O -0.91 -6.09 -4.45 -0.349
C 1.83 7.68 2.42 -0.059
H 1.78 5.53 2.32 0.121
H -1.41 -2.44 -1.75 0.112
H -3.63 -3.36 -1.89 0.112
H 0.06 -4.65 1.06 0.085
C -7.68 0.37 -1.27 0.011
H -5.63 -2.13 -2.34 0.065
C 1.00 -2.62 2.50 -0.213
H 2.68 -1.38 -1.65 0.121
H -4.63 -3.98 -4.18 0.142
C -4.37 2.68 2.76 0.006
C -5.16 -0.74 -0.76 0.000
C -7.24 -0.73 -2.00 -0.047
C 7.79 3.50 1.19 -0.057
C -0.53 -3.32 -3.73 -0.324
H 0.07 -0.72 0.69 0.093
H 2.17 9.81 2.49 0.108
H 2.71 -6.51 0.62 0.120
C 6.42 3.61 1.45 0.006
C -6.42 2.71 1.48 -0.085
H 1.16 -0.59 3.58 0.108
H -8.66 0.79 -1.47 0.123
C -5.98 4.44 3.12 -0.057
C 1.08 -3.54 -3.56 -0.173
C 3.97 8.72 2.04 0.007
H 8.58 6.80 0.96 0.122
H 2.71 -0.99 2.42 0.107
H 2.38 1.55 0.67 0.109
C 8.56 4.65 1.00 -0.057
H -0.12 -2.65 2.13 0.104
C 7.97 5.91 1.10 0.007
H 0.77 7.77 2.65 0.107
S -1.18 -4.62 -4.91 0.843
H -6.29 5.35 3.64 0.108
H -4.12 4.27 4.20 0.108
C 4.37 4.98 1.80 -0.277
H 1.95 1.42 -1.89 0.116
C -3.49 -3.60 -4.15 -0.611
C -5.98 -1.28 -1.76 -0.080
H 9.62 4.56 0.79 0.108
H -1.24 -6.29 1.66 0.061
C -5.19 2.12 1.78 -0.086
C -1.40 -3.45 -2.34 -0.176
C 1.99 0.49 0.28 -0.205
H -2.98 -1.02 -3.39 -0.108
H 4.58 9.62 1.96 0.122
H -7.77 4.35 1.92 0.122
H 0.21 0.73 -1.24 0.112
H -0.80 -2.26 -4.19 0.118
C -0.69 -7.28 1.99 -0.160
O -3.67 0.39 1.32 0.091
H -3.12 -5.10 -2.41 0.142
H 5.83 2.71 1.59 0.121
C 1.80 -6.25 1.35 -0.227
H 1.02 -3.04 3.61 0.111
C 2.00 -3.57 1.59 -0.204
C 2.40 6.43 2.24 0.006
H 2.78 -4.04 2.37 0.109
H 2.63 -2.92 0.85 0.096
C 5.82 4.87 1.54 -0.086
O 3.68 3.97 1.88 0.087
C 1.62 -0.93 -1.94 -0.223
H 2.29 -6.21 2.43 0.112
H 2.99 -2.40 -4.23 0.119
H 2.24 0.01 -4.02 0.122
O -2.81 -4.29 -5.25 -0.291
H 0.40 -0.43 -3.85 0.113
O -0.38 -4.46 -6.25 -0.372
H 1.36 -4.49 -4.22 0.128
H 1.44 -3.75 -2.46 0.104
C -2.93 -3.95 -2.65 -0.195
C 1.82 -2.25 -4.28 -0.201
H 0.25 0.74 1.87 0.114
C 5.99 7.36 1.52 -0.278
H 0.81 -1.64 -1.45 0.096
C -6.81 3.88 2.15 0.008
C 1.19 -4.82 0.83 -0.200
H -3.41 2.22 3.01 0.121
C -4.77 3.84 3.44 -0.058
S -3.63 -1.72 -4.43 0.716
C -7.31 2.12 0.46 -0.278
C 1.38 0.58 -1.27 -0.200
O -8.41 2.61 0.23 0.099
H -0.93 -4.26 -1.61 0.130
C -6.85 0.93 -0.28 -0.084
C 6.60 6.02 1.38 -0.085
C 4.55 7.46 1.84 -0.085
C 2.61 8.83 2.33 -0.057
C -4.75 0.92 1.05 -0.278
H -0.62 -7.40 3.17 0.086
C 0.77 -7.52 1.27 -0.273
O 6.67 8.37 1.38 0.098
C -5.61 0.36 -0.02 -0.084
H -7.87 -1.16 -2.77 0.111
H -4.18 -1.17 -0.57 0.110
H 1.49 -2.29 -5.43 0.130
H 2.90 -0.28 0.22 0.096
H 1.41 -4.70 -0.32 0.091
C 3.77 6.31 1.96 -0.086
C 0.86 -0.12 1.33 -0.205
```

=====

4.
Molecular formula: C46H53F15N2O10
Method: DFT, ωB97M-V with the def2-TZVPD basis set

Results
maximum force	4.20	eV Å⁻¹
structure (SMILES)	CCOC(=O)C(F)(F)F.CCOC(=O)C(F)(F)F.CCOC(=O)C(F)(F)F.CCOC(=O)C(F)(F)F.CCOC(=O)C(F)(F)F.c1cc[nH]c1.c1cc[nH]c1.c1ccccc1.c1ccccc1.c1ccccc1
total energy	-4144.4428	Ha

Geometry as XYZ:
```
126
Properties=species:S:1:pos:R:3:lowdin_charge:R:1
C 26.21 -13.56 -8.32 -0.122
H 25.66 -15.90 -13.97 0.072
F 28.28 -9.15 -13.15 0.176
F 28.56 -10.68 -11.63 0.126
H 25.90 -16.64 -15.51 0.071
C 24.00 -17.31 -14.46 -0.141
C 16.83 -13.61 -8.31 -0.081
H 20.42 -11.02 -12.35 0.125
F 27.14 -6.87 -5.43 0.207
H 23.75 -16.13 -2.33 0.105
N 24.79 -10.96 -14.69 0.019
H 15.50 -15.37 -8.21 0.094
C 23.54 -17.49 -12.10 -0.391
C 16.50 -14.99 -8.30 -0.072
C 23.62 -12.14 -10.56 -0.105
H 14.47 -7.19 -6.98 0.079
C 15.12 -6.51 -6.43 -0.047
C 26.06 -14.79 -8.86 -0.108
O 18.87 -9.29 -10.30 0.167
O 28.42 -7.99 -9.99 0.157
H 20.17 -13.92 -8.77 0.074
F 21.65 -16.20 -11.68 0.174
H 24.40 -10.40 -7.26 0.080
H 25.05 -5.39 -11.00 0.072
O 25.85 -9.12 -5.65 0.019
O 18.35 -10.80 -11.91 0.024
F 15.83 -10.11 -11.32 0.206
H 21.55 -12.31 -7.80 0.090
O 16.97 -8.14 -6.00 -0.002
C 26.87 -8.99 -6.46 -0.371
H 22.12 -12.85 -14.04 0.082
C 24.27 -12.07 -14.08 -0.148
C 21.96 -10.60 -8.99 -0.096
H 18.53 -12.26 -8.42 0.083
C 21.92 -14.85 -4.83 -0.081
H 23.88 -9.37 -15.81 0.101
H 26.75 -5.70 -11.20 0.089
H 25.06 -10.51 -4.29 0.127
H 25.59 -15.51 -3.75 0.106
H 21.30 -10.00 -8.36 0.095
H 25.19 -14.41 -5.83 0.069
C 22.56 -11.00 -15.06 -0.114
H 15.75 -5.95 -7.12 0.073
C 26.79 -15.64 -8.00 -0.140
C 22.83 -10.03 -9.93 -0.089
H 23.54 -11.38 -6.04 0.069
C 18.16 -13.27 -8.39 -0.107
C 18.85 -9.75 -5.88 -0.636
F 19.99 -9.17 -5.84 0.223
F 16.52 -8.10 -10.52 0.143
H 23.46 -16.96 -15.33 0.121
F 28.83 -7.72 -6.40 0.208
C 23.04 -14.40 -5.60 -0.048
C 25.89 -5.95 -10.59 -0.054
F 27.14 -6.87 -7.50 0.149
C 24.05 -10.43 -6.23 -0.044
F 30.06 -9.11 -11.91 0.159
H 25.51 -15.20 -9.70 0.084
C 25.50 -16.83 -14.51 -0.045
C 17.82 -8.83 -5.15 -0.307
C 22.58 -16.93 -11.08 -0.524
C 19.31 -12.84 -12.39 -0.065
C 17.53 -15.95 -8.21 -0.096
H 24.30 -12.65 -11.22 0.085
F 18.57 -9.97 -7.13 0.197
C 23.50 -15.74 -3.30 -0.102
H 26.11 -17.62 -14.09 0.071
H 25.98 -5.61 -9.56 0.068
F 23.25 -16.19 -10.14 0.131
H 15.51 -7.77 -4.82 0.122
H 14.53 -5.82 -5.84 0.078
H 18.58 -13.37 -11.78 0.077
C 16.72 -9.17 -11.35 -0.533
H 23.47 -9.57 -5.88 0.092
O 24.30 -18.43 -11.86 0.136
C 18.86 -15.59 -8.33 -0.089
N 27.37 -14.96 -6.97 0.023
H 25.73 -10.62 -14.56 0.148
C 22.05 -11.96 -8.68 -0.105
O 17.79 -8.58 -3.98 0.162
H 22.90 -13.68 -6.39 0.066
F 18.99 -10.88 -5.17 0.168
H 16.09 -12.83 -8.18 0.099
C 28.73 -9.35 -11.94 -0.515
H 24.38 -10.27 -11.38 0.100
C 22.20 -15.51 -3.70 -0.121
C 27.11 -13.65 -7.24 -0.154
H 24.64 -7.52 -11.19 0.108
C 16.14 -7.16 -5.47 -0.249
H 21.57 -10.62 -15.30 0.089
C 24.56 -15.38 -4.06 -0.120
C 27.53 -7.58 -6.43 -0.600
H 16.71 -6.46 -4.87 0.133
C 25.55 -7.44 -10.60 -0.178
H 25.97 -11.24 -5.52 0.108
C 23.69 -10.78 -10.71 -0.085
C 22.91 -12.72 -9.51 -0.076
C 23.77 -10.33 -15.33 -0.140
H 27.94 -15.31 -6.20 0.157
H 23.06 -13.76 -9.28 0.086
H 27.61 -12.92 -6.62 0.103
H 26.73 -16.71 -8.11 0.102
O 23.34 -16.89 -13.24 0.031
H 24.02 -18.40 -14.46 0.119
O 27.14 -9.90 -7.22 0.125
H 19.94 -11.55 -10.80 0.105
H 25.79 -12.73 -8.87 0.084
C 19.59 -11.49 -11.83 -0.213
F 16.61 -8.70 -12.63 0.141
C 27.86 -8.50 -10.93 -0.301
C 22.90 -12.19 -14.40 -0.104
H 25.35 -7.96 -9.66 0.118
H 21.38 -15.92 -3.12 0.107
H 19.70 -16.27 -8.31 0.098
H 22.69 -8.98 -10.13 0.097
F 22.04 -17.98 -10.44 0.165
C 25.27 -10.42 -5.36 -0.174
H 20.92 -14.62 -5.15 0.100
C 19.17 -14.24 -8.52 -0.085
C 24.36 -14.73 -5.22 -0.090
C 18.08 -9.78 -11.06 -0.354
H 20.09 -13.59 -12.23 0.068
H 17.33 -17.00 -8.04 0.098
H 24.77 -12.68 -13.34 0.088
O 26.58 -8.16 -11.36 -0.033
H 19.03 -12.91 -13.44 0.086
```